Run A
{
  "formula": "C16H32O",
  "method": "wB97M-V/def2-TZVPD",
  "orbital_gap_ev": 10.76,
  "homo_ev": -9.79,
  "total_charge": 0,
  "symbols": ["C", "C", "C", "C", "C", "C", "C", "C", "C", "C", "C", "C", "C", "C", "C", "C", "O", "H", "H", "H", "H", "H", "H", "H", "H", "H", "H", "H", "H", "H", "H", "H", "H", "H", "H", "H", "H", "H", "H", "H", "H", "H", "H", "H", "H", "H", "H", "H", "H"],
  "xyz": [[2.536, -3.549, -6.107], [2.948, -2.722, -4.896], [1.946, -2.852, -3.751], [2.357, -2.033, -2.530], [1.353, -2.161, -1.387], [1.772, -1.355, -0.160], [0.766, -1.481, 0.981], [1.197, -0.681, 2.208], [0.292, -0.891, 3.423], [-1.163, -0.458, 3.231], [-1.320, 1.034, 2.950], [-2.790, 1.442, 2.890], [-2.996, 2.947, 2.719], [-2.518, 3.470, 1.367], [-2.849, 4.948, 1.183], [-2.361, 5.498, -0.124], [-1.755, 4.891, -0.960], [3.261, -3.441, -6.911], [2.470, -4.603, -5.845], [1.565, -3.227, -6.476], [3.933, -3.047, -4.552], [3.030, -1.671, -5.184], [1.860, -3.904, -3.467], [0.963, -2.521, -4.093], [3.339, -2.366, -2.186], [2.447, -0.982, -2.814], [0.373, -1.816, -1.728], [1.254, -3.213, -1.110], [1.873, -0.303, -0.437], [2.751, -1.701, 0.180], [-0.207, -1.131, 0.632], [0.662, -2.534, 1.256], [1.235, 0.380, 1.953], [2.210, -0.983, 2.484], [0.304, -1.952, 3.687], [0.712, -0.338, 4.267], [-1.713, -0.705, 4.143], [-1.614, -1.030, 2.417], [-0.839, 1.276, 2.002], [-0.819, 1.603, 3.738], [-3.281, 1.127, 3.814], [-3.277, 0.916, 2.065], [-4.062, 3.167, 2.825], [-2.470, 3.475, 3.519], [-2.989, 2.899, 0.564], [-1.440, 3.343, 1.272], [-3.929, 5.116, 1.233], [-2.402, 5.547, 1.981], [-2.613, 6.570, -0.268]]
}

Run B
{
  "formula": "C16H32O",
  "method": "wB97M-V/def2-TZVPD",
  "orbital_gap_ev": 10.86,
  "homo_ev": -9.86,
  "total_charge": 0,
  "symbols": ["C", "C", "C", "C", "C", "C", "C", "C", "C", "C", "C", "C", "C", "C", "C", "C", "O", "H", "H", "H", "H", "H", "H", "H", "H", "H", "H", "H", "H", "H", "H", "H", "H", "H", "H", "H", "H", "H", "H", "H", "H", "H", "H", "H", "H", "H", "H", "H", "H"],
  "xyz": [[-2.688, -3.001, -0.413], [-3.454, -2.402, 0.761], [-3.259, -0.891, 0.897], [-3.925, -0.099, -0.228], [-3.968, 1.407, 0.036], [-2.599, 2.069, 0.200], [-1.732, 1.968, -1.053], [-0.427, 2.758, -0.946], [0.516, 2.204, 0.121], [1.907, 2.832, 0.038], [2.896, 2.259, 1.062], [3.782, 1.134, 0.521], [3.004, -0.093, 0.055], [3.920, -1.268, -0.285], [3.113, -2.442, -0.846], [2.108, -2.928, 0.154], [0.937, -3.082, -0.049], [-2.843, -4.077, -0.451], [-3.027, -2.578, -1.356], [-1.622, -2.816, -0.310], [-4.520, -2.618, 0.652], [-3.112, -2.882, 1.681], [-2.188, -0.679, 0.918], [-3.684, -0.566, 1.851], [-3.409, -0.289, -1.169], [-4.954, -0.452, -0.342], [-4.496, 1.889, -0.792], [-4.550, 1.587, 0.945], [-2.082, 1.617, 1.045], [-2.754, 3.125, 0.435], [-1.490, 0.921, -1.248], [-2.302, 2.343, -1.907], [-0.648, 3.806, -0.731], [0.079, 2.722, -1.915], [0.103, 2.399, 1.112], [0.585, 1.123, -0.002], [1.801, 3.907, 0.203], [2.310, 2.701, -0.969], [2.344, 1.894, 1.930], [3.555, 3.058, 1.408], [4.475, 0.833, 1.312], [4.381, 1.516, -0.310], [2.309, -0.401, 0.839], [2.421, 0.161, -0.831], [4.456, -1.587, 0.612], [4.661, -0.956, -1.024], [2.600, -2.154, -1.766], [3.786, -3.276, -1.066], [2.548, -3.147, 1.149]]
}

Stability ranking, top and bottom: run A is the most stable and run B is the least stable.

Run A
{
  "formula": "CH6OSi",
  "method": "wB97M-V/def2-TZVPD",
  "orbital_gap_ev": 9.51,
  "homo_ev": -9.18,
  "total_charge": 0,
  "symbols": ["C", "O", "Si", "H", "H", "H", "H", "H", "H"],
  "xyz": [[-0.564, 1.713, -0.234], [-0.217, 0.142, 0.062], [0.558, -1.649, 0.249], [-1.419, 1.874, 0.378], [-0.945, 1.628, -1.351], [0.341, 2.348, 0.109], [0.822, -1.836, -1.221], [1.549, -1.327, 1.190], [-0.125, -2.891, 0.818]]
}

Run B
{
  "formula": "CH6OSi",
  "method": "wB97M-V/def2-TZVPD",
  "orbital_gap_ev": 11.48,
  "homo_ev": -10.49,
  "total_charge": 0,
  "symbols": ["O", "C", "Si", "H", "H", "H", "H", "H", "H"],
  "xyz": [[1.433, 1.052, 0.042], [0.862, -0.355, 0.164], [-1.066, -0.221, -0.075], [0.896, 1.734, -0.293], [1.027, -0.809, 1.128], [1.332, -1.012, -0.593], [-1.472, 0.810, 0.821], [-1.168, 0.133, -1.404], [-1.843, -1.332, 0.210]]
}

Stability ranking, top and bottom: run B is the most stable and run A is the least stable.

Run A
{
  "formula": "C7H10N2",
  "method": "wB97M-V/def2-TZVPD",
  "orbital_gap_ev": [6.54, 9.62],
  "homo_ev": [-7.69, -9.05],
  "total_charge": 0,
  "symbols": ["C", "C", "C", "C", "C", "C", "C", "N", "N", "H", "H", "H", "H", "H", "H", "H", "H", "H", "H"],
  "xyz": [[-0.333, -0.398, -1.065], [-1.626, -1.111, -0.560], [-0.390, -0.031, 1.262], [1.103, 1.451, -0.089], [-0.245, 0.819, -0.076], [-1.562, -0.872, 0.933], [2.297, 0.736, 0.331], [3.501, -1.263, -0.130], [2.794, -0.332, -0.035], [0.572, -1.082, -1.022], [-0.495, 0.056, -2.025], [-2.506, -0.480, -0.972], [-1.746, -2.250, -0.821], [0.560, -0.595, 1.279], [-0.441, 0.598, 2.328], [1.206, 1.741, -1.112], [1.024, 2.440, 0.571], [-1.211, 1.474, -0.288], [-2.503, -0.901, 1.491]]
}

Run B
{
  "formula": "C7H10N2",
  "method": "wB97M-V/def2-TZVPD",
  "orbital_gap_ev": [7.93, 7.93],
  "homo_ev": [-7.37, -7.37],
  "total_charge": 0,
  "symbols": ["C", "C", "C", "C", "C", "C", "C", "N", "N", "H", "H", "H", "H", "H", "H", "H", "H", "H", "H"],
  "xyz": [[-0.206, 0.505, -2.150], [-1.103, -0.308, -1.420], [0.846, 1.072, -1.432], [-0.825, -0.882, -0.217], [0.962, 0.667, -0.088], [-1.691, -1.796, 0.583], [1.714, 1.434, 0.923], [0.356, -1.011, 1.998], [0.248, -0.323, 0.383], [-0.585, 0.826, -3.168], [-1.952, -0.699, -2.010], [1.425, 1.962, -1.679], [-1.194, -2.782, 0.815], [-1.903, -1.381, 1.548], [-2.608, -2.100, 0.064], [1.239, 2.399, 0.995], [1.710, 0.936, 1.835], [2.665, 1.787, 0.577], [0.904, -0.303, 2.442]]
}

Stability ranking, top and bottom: run B is the most stable and run A is the least stable.

Run A
{
  "formula": "C5H14AlClOY",
  "method": "wB97M-V/def2-TZVPD",
  "orbital_gap_ev": 5.82,
  "homo_ev": -3.96,
  "total_charge": -1,
  "symbols": ["Al", "Cl", "C", "C", "H", "H", "H", "H", "H", "H", "Y", "C", "C", "H", "H", "H", "H", "H", "C", "O", "H", "H", "H"],
  "xyz": [[1.085, -0.308, -2.775], [2.380, -1.997, -3.223], [2.150, 1.260, -3.453], [-0.462, -0.449, -4.042], [1.797, 1.572, -4.446], [2.111, 2.139, -2.799], [3.199, 0.951, -3.545], [-0.432, 0.399, -4.741], [-1.435, -0.428, -3.534], [-0.399, -1.377, -4.625], [-0.197, -1.149, 1.077], [-2.458, -1.525, 0.884], [0.390, 0.057, -0.822], [-2.975, -0.816, 0.224], [-2.566, -2.532, 0.450], [-2.969, -1.527, 1.856], [-0.582, 0.595, -0.953], [1.047, 0.843, -0.373], [0.078, 0.901, 3.776], [-0.010, 0.128, 2.608], [-0.846, 1.477, 3.914], [0.928, 1.586, 3.687], [0.233, 0.237, 4.634]]
}

Run B
{
  "formula": "C5H14AlClOY",
  "method": "wB97M-V/def2-TZVPD",
  "orbital_gap_ev": 4.20,
  "homo_ev": -1.83,
  "total_charge": -1,
  "symbols": ["Al", "Cl", "C", "C", "H", "H", "H", "H", "H", "H", "Y", "C", "C", "H", "H", "H", "H", "H", "C", "O", "H", "H", "H"],
  "xyz": [[-2.626, 0.142, -1.056], [-4.261, -0.052, 0.322], [-2.275, -1.492, -2.050], [-1.498, 1.723, -1.084], [-2.936, -1.285, -2.921], [-1.229, -1.635, -2.373], [-2.633, -2.360, -1.469], [-2.088, 2.115, -1.942], [-0.480, 1.590, -1.408], [-1.583, 2.407, -0.234], [0.605, 0.896, 0.979], [1.704, 0.605, -1.174], [-0.320, -1.062, 1.651], [1.087, 0.019, -1.885], [2.115, 1.521, -1.667], [2.532, -0.064, -0.858], [-0.412, -1.952, 0.945], [-1.526, -0.869, 1.936], [3.196, -0.101, 2.908], [2.417, 0.825, 2.136], [4.047, -0.430, 2.279], [2.544, -0.943, 3.182], [3.621, 0.402, 3.782]]
}

Stability ranking, top and bottom: run A is the most stable and run B is the least stable.